1 | A cluster of 15 separate species, C20H70N16O15 in total. Source: OMol25; level of theory: ωB97M-V with the def2-TZVPD basis set.

Orbital gap   8.5 eV
HOMO energy   -8.993 eV

The geometry in ORCA input format:
```
! RIJCOSX wB97M-V def2-TZVPD def2/J DEFGRID3
* xyz 0 1
C -5.1652 -1.9455 -0.9554
C -3.8862 -1.9835 -1.7474
O -3.3772 -3.3035 -1.6844
H -4.9032 -2.2175 0.0886
H -6.1122 -2.5325 -1.2654
H -5.5022 -0.8985 -0.9644
H -3.2202 -1.2415 -1.2384
H -4.1252 -1.5805 -2.6874
H -2.5412 -3.2635 -2.1344
C 4.2488 -2.7965 0.0226
C 3.4488 -3.2495 -1.1124
O 2.1228 -2.9405 -1.0724
H 3.8248 -3.2475 0.9806
H 4.2288 -1.7865 0.2336
H 5.2708 -3.0335 0.0496
H 3.6558 -4.3175 -1.2664
H 3.9108 -2.9935 -2.0774
H 1.7688 -2.8355 -1.9234
C -5.1102 -0.3295 2.2056
C -3.5652 -0.2305 1.8916
O -3.0192 1.0795 1.5926
H -5.7832 0.1305 1.5356
H -5.4262 0.0035 3.1366
H -5.4402 -1.3605 1.9386
H -3.2932 -0.7905 1.0136
H -3.1432 -0.8505 2.6486
H -3.4342 1.3965 0.7756
C 1.4758 -0.6525 3.0496
C 2.4758 -1.5985 2.4816
O 3.7058 -1.1395 2.7476
H 1.4418 -0.6835 4.1136
H 0.4918 -1.0805 2.8506
H 1.6078 0.3395 2.7196
H 2.2068 -1.7865 1.4876
H 2.4358 -2.5865 2.9146
H 3.9238 -1.4715 3.6436
C -1.5982 -2.9685 1.2376
C -0.3582 -3.5435 0.6776
O -0.4832 -3.9565 -0.6754
H -1.4432 -2.5145 2.1846
H -2.2992 -3.7155 1.5436
H -2.2172 -2.3605 0.6106
H 0.0408 -4.2735 1.3766
H 0.4778 -2.7565 0.7416
H 0.3348 -4.4655 -0.9954
C -1.5202 -2.0695 -3.9674
O -1.8322 -2.2725 -5.3484
N -1.1142 -3.0815 -3.1904
N -1.4762 -0.9445 -3.3754
H -1.2182 -3.9795 -3.7104
H -0.7012 -3.1845 -2.2204
H -1.8172 -0.2195 -3.9874
H -1.2932 -0.7605 -2.3784
C -0.0202 -0.1535 -0.0634
O -0.8442 -0.6345 -0.8954
N -0.4552 0.5095 0.9696
N 1.2018 -0.1465 -0.3674
H -1.4162 0.4655 1.2966
H 0.2298 0.7285 1.6696
H 1.4678 -0.4445 -1.3884
H 1.9268 0.3245 0.1836
C -3.1262 1.9405 4.9786
O -4.1652 1.1355 5.1016
N -2.9012 2.7645 5.9376
N -2.3202 1.8425 4.0086
H -3.4522 2.4315 6.7616
H -1.9542 3.1775 6.0806
H -1.4202 2.3115 3.8456
H -2.7102 1.1495 3.2516
C 1.9708 -1.5525 -3.9134
O 3.1948 -1.3375 -4.5964
N 1.4468 -0.6475 -3.1894
N 1.4148 -2.7075 -3.5734
H 1.8238 0.2165 -3.4354
H 0.4948 -0.8115 -3.2624
H 1.7918 -3.5445 -4.1164
H 0.3878 -2.7645 -3.3304
C 0.9488 2.7165 4.4036
O 1.9898 2.1475 5.0776
N 0.7808 2.7295 3.1246
N -0.0792 3.2175 5.0116
H 1.6388 2.5405 2.5436
H 0.0418 3.3905 2.7616
H 0.0318 3.3805 6.0396
H -0.6612 4.0075 4.6276
C 3.1208 2.1905 0.6206
O 2.8758 2.8195 -0.6114
N 3.4138 0.9005 0.6636
N 3.0598 2.7735 1.7456
H 3.4458 0.4445 -0.2404
H 3.5588 0.3075 1.5226
H 2.8798 3.8025 1.6666
H 3.6088 2.5825 2.5496
C -0.7082 3.8455 -0.4094
O -2.0842 3.7395 -0.0534
N 0.1538 2.9465 -0.2714
N -0.1822 4.9935 -0.6594
H -0.1072 1.9885 0.0996
H 1.1868 3.0995 -0.3174
H -0.8732 5.7775 -0.8234
H 0.7338 5.1545 -1.1204
C 1.5058 2.5455 -3.9884
O 1.5718 2.9175 -5.3024
N 2.4628 1.8015 -3.4294
N 0.5658 3.0015 -3.2634
H 3.2108 1.3105 -4.0784
H 2.8068 1.9285 -2.4794
H -0.1852 3.5755 -3.7324
H 0.3258 2.7915 -2.2974
C -3.0792 1.7995 -2.1294
O -3.8122 1.9415 -0.9454
H -3.2702 2.6965 -2.6954
H -3.3592 0.9285 -2.8234
H -1.9232 1.7185 -1.8474
H -3.4502 2.6975 -0.4414
C 5.1438 -0.3485 -2.1574
O 3.8248 -0.1095 -1.7924
H 5.5888 -0.9125 -1.3714
H 5.7968 0.4805 -2.3154
H 5.0818 -0.9675 -3.1184
H 3.1758 -0.7055 -2.2094
*
```

***

2 | A cluster of 15 separate species, C20H70N16O15 in total. Source: OMol25; level of theory: ωB97M-V with the def2-TZVPD basis set.

Orbital gap   7.3 eV
HOMO energy   -7.578 eV

The geometry in ORCA input format:
```
! RIJCOSX wB97M-V def2-TZVPD def2/J DEFGRID3
* xyz 0 1
C -3.6207 -0.8216 1.1341
C -4.0177 0.3684 0.3351
O -3.7677 0.0354 -0.9949
H -3.4307 -1.7346 0.4751
H -4.2797 -1.1326 1.9101
H -2.7847 -0.5656 1.8491
H -3.3417 1.2424 0.5271
H -5.0987 0.5754 0.3001
H -4.1867 0.7684 -1.5459
C 0.9473 3.8694 -0.3109
C 1.7833 4.0464 0.9311
O 2.3603 5.2984 0.7751
H 0.1243 4.5784 -0.3089
H 0.5573 2.8864 -0.2759
H 1.3283 3.9384 -1.2539
H 2.5893 3.3364 1.0891
H 1.0743 4.0884 1.7941
H 2.1533 5.8634 1.5291
C -3.1307 -3.0086 -4.3949
C -3.2977 -1.8076 -3.4849
O -2.9487 -2.2066 -2.1929
H -4.0017 -3.6256 -4.3789
H -2.2907 -3.6506 -4.0099
H -3.1507 -2.7776 -5.4029
H -4.2897 -1.5536 -3.5509
H -2.6547 -0.8626 -3.7429
H -3.2347 -1.4936 -1.5879
C -1.9347 -1.2996 4.5501
C -0.7477 -0.6006 3.9981
O 0.0053 -1.4986 3.2311
H -1.8447 -2.2896 5.0541
H -2.7297 -1.2906 3.8451
H -2.3127 -0.7076 5.3881
H -0.1777 -0.1626 4.7981
H -1.0387 0.2954 3.4011
H 0.7663 -1.6306 3.8601
C -2.5407 2.9614 -2.3369
C -1.4897 2.1604 -2.9369
O -1.2977 2.8324 -4.2059
H -2.8387 2.7034 -1.3059
H -3.4497 2.9024 -2.8799
H -2.5117 4.0434 -2.3439
H -1.9157 1.1894 -3.0179
H -0.6037 2.1394 -2.3149
H -0.8807 2.2194 -4.8539
C -0.9437 2.8464 4.8671
O -2.1917 3.3944 5.1661
N -0.1787 2.4234 5.8011
N -0.4517 2.7624 3.6631
H -0.4427 2.3974 6.8361
H 0.7593 2.1024 5.5741
H -1.0187 3.1874 2.8441
H 0.3963 2.2624 3.3831
C 2.8933 -2.0746 -1.5149
O 3.7953 -1.5426 -0.6089
N 1.7883 -2.5506 -1.0589
N 3.0943 -2.1276 -2.8099
H 1.6463 -2.7926 -0.0869
H 1.0173 -2.7536 -1.7189
H 3.9393 -1.6326 -3.1319
H 2.8453 -2.8306 -3.4209
C 2.2113 1.0624 3.8881
O 1.9553 1.4174 2.5591
N 2.5583 -0.1306 4.2301
N 2.2283 1.8244 4.8731
H 2.7903 -0.6736 3.3701
H 2.7713 -0.4466 5.1221
H 2.3533 2.8384 4.8001
H 2.4353 1.6264 5.9101
C 0.4933 -4.5996 -3.2019
O 1.5793 -4.2166 -3.9499
N 0.0953 -5.7846 -2.8539
N -0.2547 -3.6816 -2.6099
H 0.5413 -6.4656 -3.4309
H -0.7637 -5.8596 -2.2669
H -0.3347 -2.7186 -3.0059
H -1.1497 -4.0366 -2.1929
C 3.6013 1.6174 -1.4799
O 3.7783 1.6304 -0.0929
N 4.5883 2.0554 -2.2989
N 2.5553 1.1324 -2.0349
H 5.5393 2.3104 -1.8939
H 4.5183 1.9654 -3.3479
H 1.8533 0.7154 -1.3399
H 2.2553 1.0454 -2.9789
C 0.6273 -0.1976 -4.5109
O -0.0097 -1.0246 -3.5559
N 1.8843 -0.1076 -4.4699
N 0.0693 0.6114 -5.3039
H 2.3173 -0.8346 -3.7749
H 2.4433 0.3034 -5.2429
H -0.9477 0.4214 -5.3939
H 0.4853 1.1594 -6.0709
C 2.9853 -2.6946 2.4151
O 2.0593 -3.2546 1.5661
N 3.4813 -3.2516 3.4921
N 3.4613 -1.4806 2.2031
H 3.3453 -4.2956 3.3931
H 4.2613 -2.8186 4.1081
H 3.3813 -1.1436 1.2171
H 4.1903 -1.2446 2.8521
C -0.2097 0.2964 0.0061
O -0.8967 0.9484 0.9851
N -0.8527 -0.1936 -1.0429
N 1.1153 0.1014 -0.0409
H -1.9187 -0.0486 -0.9729
H -0.3227 -0.6946 -1.8209
H 1.4553 -0.7976 -0.4819
H 1.5453 0.5594 0.7721
C -1.2057 -3.4956 0.6361
O -1.3357 -3.5706 2.0401
H -0.4207 -4.1936 0.1771
H -0.9547 -2.4966 0.3511
H -2.2497 -3.7496 0.2681
H -0.8497 -2.8426 2.4431
C -2.3627 3.8644 0.8581
O -2.0567 4.2324 2.2101
H -3.4317 3.7624 0.6921
H -1.8207 2.9134 0.6141
H -2.0597 4.7354 0.3411
H -2.1987 5.2054 2.3461
*
```

***

Which is the most stable structure? 2 is the most stable.

***

1 | A cluster of 2 separate species, C4H14N3 in total. Source: OMol25; level of theory: ωB97M-V with the def2-TZVPD basis set.

Orbital gap   12.0 eV
HOMO energy   -14.940 eV

The geometry in ORCA input format:
```
! RIJCOSX wB97M-V def2-TZVPD def2/J DEFGRID3
* xyz 1 1
C -1.4602 -1.4651 -2.0055
C -1.5596 0.0568 -2.2712
H -2.4165 -1.9435 -1.8835
H -0.7281 -1.8277 -2.7375
H -0.8701 -1.7167 -1.1401
H -1.5088 0.7417 -1.4149
H -2.4756 0.2930 -2.8148
H -0.8780 0.3811 -3.0524
C 0.4525 2.0698 0.8219
C 1.0829 -0.2442 1.4170
N 0.4183 0.6325 0.6880
N 2.0891 0.1602 2.2088
N 0.7334 -1.5367 1.4759
H -0.4901 0.3404 0.3408
H 2.3208 1.1389 2.2019
H 2.7993 -0.4825 2.5158
H 0.2842 -1.9177 0.6572
H 0.8822 -2.0859 2.3018
H 1.4676 2.4803 0.8870
H -0.0303 2.3589 1.7835
H -0.1129 2.5663 0.0203
*
```

***

2 | A cluster of 2 separate species, C4H14N3 in total. Source: OMol25; level of theory: ωB97M-V with the def2-TZVPD basis set.

Orbital gap   11.3 eV
HOMO energy   -14.553 eV

The geometry in ORCA input format:
```
! RIJCOSX wB97M-V def2-TZVPD def2/J DEFGRID3
* xyz 1 1
C -1.0527 -1.5645 -2.5903
C 0.7286 -0.5204 -1.2917
N 0.0285 -0.5824 -2.4257
N 0.8700 -1.5425 -0.4311
N 1.4750 0.5612 -1.0520
H -0.1267 0.3156 -2.8651
H 0.2608 -2.3389 -0.5123
H 1.8065 -1.8275 -0.1661
H 1.3752 1.3270 -1.6967
H 1.9411 0.7232 -0.1748
H -1.8117 -1.4249 -1.8189
H -0.6342 -2.5578 -2.4189
H -1.4687 -1.5250 -3.5870
C -0.6836 1.4401 1.8977
C -0.1449 1.2114 3.2958
H 0.0719 1.3743 1.1177
H -1.5952 0.8726 1.7150
H -1.0326 2.4778 1.8665
H 0.0636 0.1833 3.5912
H 0.7707 1.7684 3.5195
H -0.8416 1.6290 4.0271
*
```

***

3 | A cluster of 2 separate species, C4H14N3 in total. Source: OMol25; level of theory: ωB97M-V with the def2-TZVPD basis set.

Orbital gap   11.9 eV
HOMO energy   -14.949 eV

The geometry in ORCA input format:
```
! RIJCOSX wB97M-V def2-TZVPD def2/J DEFGRID3
* xyz 1 1
C -1.4408 0.5099 -1.8914
C -1.0359 -1.2936 -0.2750
N -1.5403 -0.1175 -0.5699
N -0.6319 -2.1237 -1.2512
N -0.9856 -1.6757 1.0072
H -1.8765 0.4782 0.1705
H -1.1533 -2.1778 -2.1156
H -0.3448 -3.0446 -0.9487
H -0.6558 -1.0137 1.7002
H -0.6252 -2.5967 1.2364
H -1.8619 -0.1539 -2.6396
H -0.3940 0.6954 -2.1178
H -2.0030 1.4324 -1.8958
C 1.1935 0.9328 1.3377
C 2.4192 1.8135 1.0468
H 0.5176 1.4726 2.0017
H 0.7180 0.6418 0.4093
H 1.5092 0.0307 1.8685
H 2.5426 2.6031 1.7887
H 3.3516 1.2508 1.0361
H 2.2972 2.3360 0.1022
*
```

***

Which is the most stable structure? 3 is the most stable.

***

1 | A cluster of 2 separate species, C4H14N3 in total. Source: OMol25; level of theory: ωB97M-V with the def2-TZVPD basis set.

Orbital gap   10.7 eV
HOMO energy   -14.169 eV

The geometry in ORCA input format:
```
! RIJCOSX wB97M-V def2-TZVPD def2/J DEFGRID3
* xyz 1 1
C 0.0230 -2.3695 0.7725
C 1.4194 -1.8342 0.8907
H -0.8481 -2.1922 0.0747
H 0.0707 -3.5100 0.7925
H -0.3333 -2.4012 1.7258
H 1.5377 -1.0348 1.5227
H 1.9393 -1.7069 0.0544
H 1.9542 -2.6693 1.4918
C -1.9714 0.4475 -0.2692
C 0.0274 1.7600 -0.7098
N -1.2006 1.3889 -1.0196
N 0.6542 1.7821 0.5617
N 0.9008 2.1872 -1.6902
H -1.6235 1.4885 -1.9974
H 0.2284 1.1821 1.3246
H 1.5902 2.0124 0.6516
H 0.4760 2.9637 -2.3085
H 1.9030 2.0266 -1.8390
H -3.0236 0.7284 -0.3500
H -1.7958 0.3731 0.8601
H -1.9280 -0.6222 -0.5392
*
```

***

2 | A cluster of 2 separate species, C4H14N3 in total. Source: OMol25; level of theory: ωB97M-V with the def2-TZVPD basis set.

Orbital gap (alpha / beta)   9.1 / 9.1 eV
HOMO energy (alpha / beta)   -14.418 / -14.417 eV

The geometry in ORCA input format:
```
! RIJCOSX wB97M-V def2-TZVPD def2/J DEFGRID3
* xyz 1 1
C 2.3054 -0.8773 -0.8458
C -1.7019 0.8404 1.4733
C -0.2311 -1.2091 1.5898
C -0.3304 1.2992 -1.1022
N -0.8129 0.6618 -2.2893
N -0.0086 0.1863 -0.1885
N -0.6176 -0.0231 0.8710
H 2.0105 -0.9907 0.2087
H 2.6433 0.0189 -1.2051
H 1.5065 -1.1128 -1.4807
H -1.1514 1.6586 2.1416
H -2.4530 1.2604 0.7104
H -2.1197 0.1687 2.2818
H 0.8143 -1.0290 2.0416
H -0.9754 -1.2531 2.3991
H -0.1906 -2.1614 1.0464
H -1.0940 1.9761 -0.6607
H 0.6398 1.8971 -1.2801
H -1.5393 0.0187 -2.0667
H 3.2394 -1.6102 -0.9038
H 0.0668 0.2805 -2.7408
*
```

***

Which is the most stable structure? 1 is the most stable.

***

1 | A cluster of 2 separate species, C4H14N3 in total. Source: OMol25; level of theory: ωB97M-V with the def2-TZVPD basis set.

Orbital gap (alpha / beta)   9.2 / 9.5 eV
HOMO energy (alpha / beta)   -13.943 / -14.779 eV

The geometry in ORCA input format:
```
! RIJCOSX wB97M-V def2-TZVPD def2/J DEFGRID3
* xyz 1 1
C 2.3036 -0.6647 0.0860
C -2.1512 -0.9878 0.0306
C 1.3906 0.5252 0.4153
C -0.8134 -0.5886 0.6161
N 0.0325 0.0841 -1.5996
N -0.5913 2.1461 0.2735
N 0.0766 0.2084 -0.2297
H 2.1375 -0.9893 -0.8854
H 3.2131 -0.2707 -0.0104
H 2.1177 -1.5390 0.7735
H -2.5111 -1.7038 0.7313
H -2.7391 -0.0392 0.0250
H -2.1990 -1.2422 -1.0248
H 1.8817 1.3770 0.0202
H 1.3365 0.4671 1.4138
H -0.3165 -1.4882 0.6686
H -1.0547 -0.2621 1.6656
H 0.8863 0.4480 -1.9339
H -0.8761 0.1724 -2.0114
H -1.4281 2.2478 -0.2902
H -0.6956 2.0997 1.2658
*
```

***

2 | A cluster of 2 separate species, C4H14N3 in total. Source: OMol25; level of theory: ωB97M-V with the def2-TZVPD basis set.

Orbital gap   10.3 eV
HOMO energy   -13.706 eV

The geometry in ORCA input format:
```
! RIJCOSX wB97M-V def2-TZVPD def2/J DEFGRID3
* xyz 1 1
C 0.4136 -0.8437 0.7067
C 1.2633 0.3220 1.1566
C 1.0507 0.7146 2.6248
N 0.5873 -1.1393 -0.7748
H -0.6836 -0.7499 0.9942
H 0.7483 -1.7190 1.3293
H 1.0939 1.2052 0.5899
H 2.3298 -0.0165 1.1337
H 1.3340 -0.1106 3.3309
H -0.0446 0.8911 2.8482
H 1.6288 1.6008 2.9454
H 0.8265 -2.1354 -0.8558
H 1.4945 -0.7435 -0.9534
N -0.9391 0.5465 -2.8509
C -1.2789 0.5761 -1.5837
N -2.3607 -0.0100 -1.1016
H -1.4146 -0.0867 -3.4807
H -0.2542 1.1540 -3.2781
H -0.5461 1.1232 -0.9834
H -2.5756 0.2329 -0.1461
H -2.6734 -0.8118 -1.6513
*
```

***

Which is the most stable structure? 2 is the most stable.